Computed, not measured: C10H27Cl3F2KLiN4Na2NbO5 as an isolated structure in a non-equilibrium geometry, with wB97M-V/def2-TZVPD.

Values from the calculation:
Frontier orbital gap   2.22 eV
LUMO   -1.154 eV
Total charge   -1

Each line ends with the Löwdin charge.
CARTESIAN COORDINATES (ANGSTROEM)
N: -1.867 0.946 -3.555  -0.166
C: -0.735 1.506 -3.826  -0.430
C: 0.348 0.924 -4.812  -0.397
Nb: 2.300 0.647 -3.710  1.249
O: 2.330 -1.442 -3.841  -0.414
N: 1.263 -1.990 -4.370  -0.142
O: 0.351 -2.096 -3.586  -0.198
H: -1.894 0.068 -4.105  0.009
H: -0.499 2.499 -3.389  0.060
H: 0.510 1.766 -5.551  0.039
H: -0.033 0.069 -5.417  0.041
H: 1.458 0.506 -2.067  -0.143
H: 3.937 0.584 -2.889  -0.145
H: 3.193 0.712 -5.326  -0.149
H: 2.377 2.446 -3.514  -0.171
Na: -0.464 -3.321 -2.239  0.728
Li: -2.545 -0.470 -1.940  0.719
F: -3.172 -2.150 -4.160  -0.784
Cl: 1.617 5.144 -3.625  0.604
C: 2.260 5.324 -1.976  -0.672
C: 3.771 5.484 -1.964  -0.699
Cl: 4.588 3.997 -2.430  0.641
H: 1.943 4.462 -1.390  0.099
H: 1.787 6.211 -1.551  0.003
H: 4.112 5.729 -0.952  0.088
H: 4.100 6.284 -2.639  0.058
C: -1.485 -1.140 1.512  -0.068
C: -2.626 -1.746 2.317  -0.259
N: -2.328 -3.052 2.881  -0.191
C: -3.476 -3.725 3.417  -0.292
C: -4.161 -3.085 4.627  -0.210
C: -1.146 -3.175 3.737  -0.229
C: -1.087 -2.307 4.986  -0.117
H: -1.170 -1.820 0.715  0.062
H: -1.820 -0.208 1.048  0.077
H: -0.617 -0.901 2.126  0.087
H: -3.482 -1.847 1.639  0.117
H: -2.927 -1.028 3.092  0.106
H: -3.201 -4.760 3.666  0.066
H: -4.225 -3.823 2.623  0.126
H: -3.582 -3.233 5.534  -0.079
H: -5.137 -3.562 4.793  0.072
H: -4.340 -2.021 4.493  0.100
H: -0.257 -2.974 3.135  0.118
H: -1.031 -4.224 4.036  0.111
H: -1.390 -1.270 4.792  0.073
H: -0.031 -2.298 5.374  0.022
H: -1.709 -2.707 5.795  0.032
Na: 2.326 7.820 -1.913  0.777
F: 0.988 -3.224 6.120  -0.707
Cl: -3.459 2.974 -4.261  -0.658
K: -3.456 -4.905 5.913  1.034
N: 5.949 2.098 0.657  -0.663
O: 6.166 3.331 0.726  -0.144
O: 6.708 1.369 -0.011  -0.094
O: 4.972 1.603 1.256  -0.098



Computed, not measured: a 2-piece molecular cluster, C3H5BrFN overall in a non-equilibrium geometry, with wB97M-V/def2-TZVPD.

Values from the calculation:
Frontier orbital gap   11.05 eV
LUMO   0.736 eV

Each line ends with the Löwdin charge.
CARTESIAN COORDINATES (ANGSTROEM)
H: 0.699 -1.701 -1.391  0.107
N: 1.443 -0.889 -1.484  0.064
C: 1.682 -0.499 -0.272  -0.963
F: 1.344 -0.980 0.883  0.030
Br: 2.943 0.917 -0.090  0.729
C: -1.296 1.062 0.707  -0.091
C: -1.249 -0.077 0.070  -0.131
H: -1.509 2.024 0.160  0.066
H: -1.437 1.268 1.808  0.073
H: -1.541 -0.128 -0.990  0.070
H: -1.079 -0.996 0.599  0.045



Computed, not measured: C7H13N3O4 in the gas phase in a non-equilibrium geometry, with wB97M-V/def2-TZVPD.

Values from the calculation:
Frontier orbital gap   9.49 eV
LUMO   0.210 eV

Each line ends with the Löwdin charge.
CARTESIAN COORDINATES (ANGSTROEM)
C: -1.915 2.051 -0.824  -0.062
C: -2.005 0.549 -1.174  -0.282
N: -1.768 -0.351 -0.068  0.080
C: -0.743 -1.079 0.623  -0.371
O: -0.948 -1.976 1.380  0.116
C: 0.743 -0.843 0.157  -0.341
N: 1.102 0.517 0.150  0.059
C: 1.706 -1.613 1.022  -0.074
C: 2.117 -1.226 2.475  -0.506
N: 2.482 0.101 2.599  0.136
O: 2.098 -2.109 3.319  0.045
C: -1.114 0.177 -2.427  -0.459
O: -0.821 -0.940 -2.748  0.130
O: -0.658 1.268 -3.084  0.102
H: -2.744 2.705 -1.219  0.094
H: -1.815 2.200 0.348  0.122
H: -0.929 2.475 -1.119  0.063
H: -3.022 0.305 -1.410  0.141
H: -2.635 -0.356 0.528  0.163
H: 0.751 -1.340 -0.777  0.123
H: 1.736 0.545 -0.666  0.119
H: 0.348 1.119 -0.250  0.070
H: 1.313 -2.631 1.274  0.134
H: 2.584 -1.748 0.460  0.104
H: 2.404 0.534 3.526  0.108
H: 2.143 0.728 1.844  0.071
H: -0.409 0.939 -3.940  0.117



Computed, not measured: a 3-piece molecular cluster, C7H19N4O overall in a non-equilibrium geometry, with wB97M-V/def2-TZVPD.

Values from the calculation:
Frontier orbital gap   8.86 eV
LUMO   -3.117 eV
Total charge   +1

Each line ends with the Löwdin charge.
CARTESIAN COORDINATES (ANGSTROEM)
C: -0.614 -0.812 0.841  -0.435
C: 3.331 1.432 -0.628  -0.090
C: -0.204 -1.460 3.988  -0.014
C: -0.794 0.134 -3.193  -0.103
C: -2.924 0.924 -2.097  -0.114
C: 2.381 1.463 0.526  -0.321
C: 0.469 -1.177 1.675  -0.015
N: -1.215 -1.537 -0.092  0.138
N: 0.750 -1.255 2.880  -0.017
N: 2.268 0.552 1.365  0.053
N: -2.010 -0.171 -2.403  -0.241
O: -0.792 0.524 0.860  0.060
H: 3.602 0.419 -1.022  0.092
H: 2.872 1.968 -1.521  0.089
H: 4.073 2.185 -0.319  0.088
H: -1.258 -1.184 3.696  0.111
H: -0.302 -2.643 4.010  0.146
H: 0.009 -1.048 4.912  0.059
H: -0.134 0.703 -2.487  0.091
H: -0.331 -0.791 -3.559  0.081
H: -1.041 0.638 -4.179  0.102
H: -3.946 0.644 -1.754  0.101
H: -2.386 1.426 -1.267  0.073
H: -3.021 1.727 -2.846  0.086
H: 2.101 2.493 0.623  0.104
H: -0.542 0.799 1.868  0.208
H: -0.980 -2.530 -0.271  0.133
H: -1.414 -0.963 -1.129  0.136
H: 1.679 -1.321 3.286  0.154
H: 2.951 -0.242 1.169  0.099
H: -2.579 -0.900 -2.930  0.149



Computed, not measured: C5H12O2 as an isolated structure, with wB97M-V/def2-TZVPD.

Values from the calculation:
Frontier orbital gap   9.51 eV
LUMO   0.765 eV

Each line ends with the Löwdin charge.
CARTESIAN COORDINATES (ANGSTROEM)
C: 2.671 -0.378 0.366  -0.140
C: 1.740 -0.349 -0.697  -0.111
C: 0.013 -0.235 0.414  -0.388
O: 0.628 0.212 1.600  -0.173
C: -0.784 0.642 -0.571  -0.167
C: -2.255 0.254 -0.526  -0.272
O: -2.723 0.518 0.785  -0.069
H: 3.437 0.397 0.396  0.080
H: 1.879 0.017 1.289  0.072
H: 3.027 -1.360 0.684  0.082
H: 1.494 -1.234 -1.277  0.085
H: 1.665 0.582 -1.257  0.082
H: -0.121 -1.319 0.318  0.144
H: -0.751 -0.078 1.321  0.201
H: -0.435 0.537 -1.606  0.103
H: -0.667 1.692 -0.279  0.135
H: -2.348 -0.818 -0.765  0.123
H: -2.831 0.815 -1.277  0.118
H: -3.550 0.044 0.927  0.096



Computed, not measured: C17H11Cl5N5O3SW as an isolated structure in a non-equilibrium geometry, with wB97M-V/def2-TZVPD.

Values from the calculation:
Frontier orbital gap (spin up / spin down)   6.68 / 6.58 eV
LUMO (spin up / spin down)   -4.258 / -4.932 eV
Spin multiplicity   3
Total charge   +1

Each line ends with the Mulliken spin population.
CARTESIAN COORDINATES (ANGSTROEM)
W: 0.029 0.122 -0.091  1.614
N: -3.458 2.962 0.468  -0.012
C: -2.412 2.141 0.513  -0.003
S: -2.125 1.098 -0.856  0.039
N: -1.641 2.143 1.566  -0.009
N: -0.610 1.284 1.512  -0.082
C: 0.020 1.117 2.652  0.144
C: 1.233 0.368 2.588  0.051
C: 2.034 0.014 3.667  0.022
C: 3.233 -0.631 3.432  0.031
C: 3.627 -0.876 2.119  0.010
C: 2.772 -0.544 1.093  0.056
N: 1.575 0.028 1.312  -0.003
H: -4.099 2.911 -0.303  0.001
H: -3.685 3.534 1.265  0.000
H: -0.337 1.620 3.539  0.002
H: 1.707 0.250 4.670  0.001
H: 3.869 -0.932 4.253  0.001
H: 4.576 -1.341 1.896  0.001
H: 3.020 -0.751 0.061  0.006
Cl: -0.095 3.943 -6.038  0.000
C: -0.067 2.706 -4.858  0.001
C: 0.538 2.939 -3.623  0.002
Cl: 1.240 4.453 -3.246  0.001
C: 0.545 1.915 -2.695  0.024
Cl: 1.203 2.124 -1.097  -0.005
C: -0.003 0.655 -2.937  0.011
O: 0.054 -0.275 -1.987  0.044
C: -0.619 0.444 -4.170  -0.002
Cl: -1.326 -1.087 -4.459  0.001
C: -0.654 1.462 -5.121  0.000
Cl: -1.426 1.188 -6.618  0.000
O: 1.050 -2.064 -0.424  0.001
C: 0.125 -2.517 0.276  0.019
C: -0.138 -3.912 0.763  -0.007
C: -1.463 -3.749 1.524  0.002
C: -1.724 -2.247 1.564  0.001
O: -2.562 -1.653 2.183  0.017
N: -0.772 -1.634 0.738  0.013
H: 0.689 -4.227 1.400  0.003
H: -0.184 -4.607 -0.074  0.002
H: -1.446 -4.147 2.536  -0.001
H: -2.294 -4.226 1.005  0.000



Computed, not measured: C28H44BrN3P2Pt as an isolated structure in a non-equilibrium geometry, with wB97M-V/def2-TZVPD.

Values from the calculation:
Frontier orbital gap (spin up / spin down)   7.55 / 4.99 eV
LUMO (spin up / spin down)   -11.258 / -13.653 eV
Spin multiplicity   5
Total charge   +4

Each line ends with the Mulliken spin population.
CARTESIAN COORDINATES (ANGSTROEM)
C: -0.638 7.427 -4.019  0.105
C: -0.816 6.054 -4.274  -0.040
C: -1.126 5.660 -5.590  0.103
C: -1.242 6.642 -6.576  -0.002
N: -1.069 7.930 -6.306  0.804
C: -0.775 8.331 -5.075  -0.002
C: -0.682 5.065 -3.204  0.091
C: -0.572 4.251 -2.322  -0.021
C: -0.441 3.275 -1.265  0.122
C: 0.619 3.364 -0.350  -0.032
C: 0.750 2.428 0.669  0.069
C: -0.187 1.389 0.775  0.059
C: -1.258 1.289 -0.132  0.081
C: -1.375 2.231 -1.146  -0.038
Pt: 0.066 -0.027 2.292  0.509
P: 1.898 -0.913 1.259  0.036
H: -1.273 4.616 -5.840  0.009
H: -0.398 7.783 -3.024  0.009
H: -1.482 6.363 -7.606  0.025
H: -0.642 9.402 -4.903  0.025
H: -2.193 2.160 -1.852  -0.002
H: 1.340 4.166 -0.438  -0.001
H: -1.973 0.475 -0.024  0.006
H: 1.567 2.486 1.387  -0.001
C: 2.208 -2.562 2.006  0.025
C: 3.172 -3.538 1.379  -0.003
H: 1.205 -3.033 2.076  0.013
H: 2.485 -2.352 3.055  0.001
H: 3.405 -4.342 2.088  0.001
H: 2.739 -4.011 0.495  -0.001
H: 4.114 -3.065 1.101  0.005
C: 1.782 -1.173 -0.564  0.018
C: 2.851 -0.553 -1.467  0.004
H: 0.796 -0.786 -0.856  -0.008
H: 1.732 -2.262 -0.720  -0.004
H: 2.599 -0.729 -2.522  0.001
H: 2.920 0.535 -1.339  -0.001
H: 3.849 -0.978 -1.307  0.000
C: 3.366 0.143 1.563  0.001
C: 4.759 -0.496 1.532  0.000
H: 3.196 0.593 2.551  0.000
H: 3.315 0.972 0.841  -0.002
H: 5.530 0.272 1.678  0.000
H: 4.887 -1.224 2.340  0.000
H: 4.990 -0.992 0.583  0.000
Br: 0.234 -2.200 4.031  0.741
P: -2.657 -3.560 -2.032  0.679
C: -0.805 -3.639 -1.927  0.061
C: -0.213 -5.039 -2.073  0.016
H: -0.506 -3.181 -0.973  0.034
H: -0.431 -2.994 -2.734  -0.007
H: 0.850 -4.984 -2.336  0.001
H: -0.285 -5.619 -1.147  -0.002
H: -0.715 -5.607 -2.862  -0.003
C: -3.158 -3.257 -0.275  0.070
C: -4.563 -3.735 0.089  0.012
H: -3.087 -2.170 -0.140  0.036
H: -2.410 -3.724 0.378  -0.003
H: -4.646 -3.902 1.168  0.000
H: -5.321 -2.992 -0.176  -0.001
H: -4.825 -4.673 -0.409  -0.003
C: -2.882 -1.836 -2.700  0.070
C: -3.142 -1.773 -4.202  0.012
H: -1.990 -1.252 -2.431  0.030
H: -3.733 -1.412 -2.150  -0.010
H: -3.618 -0.824 -4.469  0.000
H: -2.216 -1.840 -4.781  0.000
H: -3.804 -2.579 -4.530  -0.004
C: -1.062 0.685 7.677  0.002
N: -0.007 0.014 6.937  0.052
C: 1.066 -0.685 7.676  -0.003
C: -0.018 0.117 5.667  -0.013
N: -0.057 0.389 4.493  0.253
H: -0.915 0.588 8.767  0.000
H: -2.037 0.251 7.438  0.003
H: -1.075 1.752 7.434  0.002
H: 1.074 -1.751 7.439  0.005
H: 2.040 -0.248 7.438  0.002
H: 0.914 -0.585 8.768  0.000



Computed, not measured: a 5-piece molecular cluster, C22H42F9NO19P2S2 overall in a non-equilibrium geometry, with wB97M-V/def2-TZVPD.

Values from the calculation:
Frontier orbital gap   6.86 eV
LUMO   -2.568 eV

Each line ends with the Löwdin charge.
CARTESIAN COORDINATES (ANGSTROEM)
N: -2.101 1.680 -1.966  -0.299
P: -2.823 2.925 -1.224  0.798
C: -2.854 4.563 -2.221  -0.479
C: -4.110 4.924 -3.209  -0.108
C: -5.091 3.668 -3.585  -0.073
C: -6.570 4.147 -4.202  -0.188
F: -6.356 5.547 -4.670  0.007
F: -6.817 3.187 -5.344  0.003
C: -7.635 3.989 -2.970  -0.223
F: -7.935 2.514 -2.849  0.008
F: -7.108 4.403 -1.635  0.015
S: -9.279 4.845 -3.197  1.097
F: -8.633 6.424 -3.034  -0.175
F: -9.516 4.694 -1.471  -0.205
F: -10.065 3.287 -3.319  -0.211
F: -9.199 4.846 -4.907  -0.177
F: -10.843 5.572 -3.335  -0.182
O: -3.053 5.565 -1.121  -0.281
S: -2.266 6.989 -1.717  0.899
O: -1.580 7.933 -0.688  -0.294
O: -3.185 7.973 -2.514  -0.318
O: -1.240 6.405 -2.972  -0.226
C: -1.341 4.947 -2.744  -0.330
P: -0.586 4.033 -4.242  0.773
O: -1.424 2.798 -4.764  -0.357
O: 1.071 3.619 -3.779  -0.207
O: -0.433 5.214 -5.540  -0.224
H: -1.290 1.418 -1.347  -0.018
H: -4.189 2.551 -0.890  0.025
H: -2.101 3.207 0.009  0.040
H: -3.689 5.369 -4.235  0.158
H: -4.718 5.821 -2.721  0.140
H: -4.541 3.065 -4.456  0.158
H: -5.315 2.926 -2.709  0.100
H: -0.599 4.718 -1.856  0.153
H: 1.405 4.494 -3.373  0.094
H: -0.423 4.736 -6.441  0.113
C: -1.512 -1.209 3.575  -0.065
C: -0.822 -1.660 2.300  -0.208
O: -0.266 -0.539 1.602  0.023
C: 0.921 -0.084 2.077  -0.538
O: 1.542 -0.547 3.021  0.100
O: 1.288 0.991 1.336  -0.013
C: 2.487 1.619 1.782  -0.049
H: -2.243 -0.423 3.362  0.081
H: -2.021 -2.048 4.057  0.081
H: -0.793 -0.789 4.286  0.075
H: -1.559 -2.116 1.630  0.125
H: -0.056 -2.418 2.500  0.115
H: 3.306 0.897 1.871  0.098
H: 2.311 2.123 2.737  0.100
H: 2.773 2.371 1.042  0.093
C: 6.545 -5.832 0.937  -0.065
C: 5.668 -4.816 0.228  -0.216
O: 4.391 -4.716 0.868  0.027
C: 4.356 -3.954 1.990  -0.527
O: 5.300 -3.354 2.481  0.088
O: 3.095 -3.993 2.488  0.000
C: 2.938 -3.292 3.719  -0.053
H: 6.027 -6.792 1.028  0.082
H: 7.482 -5.983 0.393  0.082
H: 6.786 -5.505 1.954  0.073
H: 5.483 -5.149 -0.799  0.123
H: 6.155 -3.836 0.165  0.126
H: 3.307 -2.264 3.643  0.086
H: 3.454 -3.829 4.521  0.100
H: 1.871 -3.257 3.956  0.087
C: 11.870 -0.392 2.772  -0.071
C: 11.793 -1.716 3.512  -0.223
O: 10.653 -1.747 4.378  0.020
C: 9.467 -2.020 3.778  -0.549
O: 9.300 -2.245 2.589  0.105
O: 8.495 -1.975 4.722  -0.006
C: 7.180 -2.168 4.207  -0.061
H: 11.836 0.445 3.477  0.081
H: 12.791 -0.328 2.187  0.079
H: 11.020 -0.269 2.093  0.075
H: 12.678 -1.830 4.147  0.122
H: 11.783 -2.566 2.819  0.123
H: 7.115 -3.083 3.610  0.071
H: 6.881 -1.298 3.615  0.101
H: 6.495 -2.262 5.054  0.097
C: -5.651 -3.228 -2.009  -0.068
C: -6.278 -3.771 -0.737  -0.221
O: -5.798 -5.092 -0.459  0.024
C: -4.574 -5.161 0.122  -0.549
O: -3.870 -4.211 0.428  0.098
O: -4.255 -6.469 0.281  -0.006
C: -2.950 -6.685 0.813  -0.052
H: -5.796 -3.928 -2.839  0.083
H: -6.089 -2.263 -2.276  0.078
H: -4.571 -3.096 -1.891  0.077
H: -7.362 -3.849 -0.870  0.123
H: -6.106 -3.104 0.116  0.123
H: -2.798 -6.120 1.739  0.095
H: -2.196 -6.416 0.068  0.100
H: -2.848 -7.750 1.040  0.095



| no. | E (eV) |
| --- | --- |
| 1 | -96903.2623 |
| 2 | -77440.0373 |
| 3 | -20129.8835 |
| 4 | -15564.4172 |
| 5 | -9469.0739 |
| 6 | -106669.9386 |
| 7 | -126040.9842 |
| 8 | -128582.7425 |